[1]
Below is a molecular structure, C25H48Cl3CrN4O3SSi at a distorted geometry, with properties calculated with ωB97M-V/def2-TZVPD.

Multiplicity: 5
Charge: -1
E_tot: -123513.615 eV
Orbital gap (spin up / spin down): 5.94 / 6.79 eV

Last column: Mulliken spin population.
Positions of all 86 atoms, in Å:
1 C 2.750 2.117 -3.431  0.0035
2 C 2.906 2.253 -1.953  0.0082
3 H 2.486 3.087 -3.878  -0.0008
4 H 1.958 1.395 -3.662  0.0003
5 H 3.676 1.785 -3.934  0.0004
6 C 3.521 3.305 -1.396  0.0041
7 C 4.036 4.482 -2.162  -0.0004
8 H 3.711 3.342 -0.322  0.0005
9 H 3.290 4.873 -2.866  0.0001
10 H 4.959 4.271 -2.720  0.0002
11 H 4.271 5.287 -1.455  0.0000
12 Cr -0.681 -0.094 -0.554  3.8610
13 Cl 0.527 -1.892 -1.310  0.0132
14 Cl -3.157 -0.783 -2.070  0.0282
15 H -4.934 -3.061 1.597  -0.0001
16 H -3.598 -5.062 -0.712  0.0001
17 C -4.709 -2.499 0.679  0.0025
18 C -3.768 -4.038 -1.068  -0.0002
19 N -3.540 -3.077 0.009  -0.0004
20 H -4.527 -1.452 0.938  -0.0009
21 C -2.317 -2.543 0.134  -0.0045
22 O -2.069 -1.404 0.632  0.0090
23 H -3.068 -3.843 -1.889  0.0005
24 H -1.499 -3.149 -0.299  -0.0012
25 H -5.564 -2.593 0.003  0.0007
26 H -4.799 -3.940 -1.419  -0.0001
27 H -0.377 3.574 -1.861  0.0022
28 H 0.990 4.665 0.442  -0.0005
29 C -1.228 3.861 -1.221  0.0012
30 C -0.060 4.730 0.778  0.0004
31 N -0.878 3.680 0.185  -0.0019
32 H -2.097 3.239 -1.470  -0.0001
33 C -1.095 2.509 0.787  0.0023
34 O -1.639 1.529 0.206  0.0196
35 H -0.091 4.643 1.872  0.0001
36 H -0.759 2.447 1.843  0.0004
37 H -1.452 4.923 -1.366  0.0004
38 H -0.460 5.701 0.462  0.0001
39 O 0.933 1.444 -0.879  -0.0597
40 C 2.245 1.166 -1.085  0.0022
41 C 2.752 1.936 1.262  0.0078
42 C 2.891 0.953 0.281  -0.0097
43 H 2.095 2.788 1.064  0.0002
44 C 3.436 1.796 2.474  -0.0042
45 H 2.368 0.221 -1.637  -0.0016
46 C 3.520 -0.253 0.562  0.0032
47 H 3.365 2.601 3.208  0.0004
48 C 4.160 0.632 2.720  0.0033
49 C 4.176 -0.414 1.782  -0.0008
50 H 3.433 -1.053 -0.176  0.0013
51 H 4.714 0.535 3.655  0.0002
52 H 4.704 -1.346 1.987  0.0000
53 Si -2.320 0.188 -3.878  -0.0016
54 Cl -0.547 0.837 -2.850  0.0749
55 C -3.705 1.497 -3.536  -0.0017
56 C -1.779 -1.558 -4.445  -0.0058
57 C -2.413 0.795 -5.739  0.0005
58 H -3.604 1.977 -2.556  0.0008
59 H -4.685 1.003 -3.559  0.0011
60 H -3.755 2.298 -4.282  0.0003
61 H -2.498 1.884 -5.835  0.0002
62 H -3.317 0.377 -6.200  -0.0001
63 H -1.563 0.472 -6.348  0.0005
64 H -1.068 -2.017 -3.749  0.0051
65 H -1.302 -1.547 -5.434  0.0004
66 H -2.633 -2.240 -4.524  -0.0001
67 C -1.971 -4.118 3.787  0.0012
68 C -0.673 -3.640 3.168  0.0001
69 N -0.626 -2.167 3.163  0.0014
70 C 0.550 -1.529 2.940  0.0139
71 S 0.599 -0.173 1.909  0.0126
72 N 1.653 -2.005 3.590  0.0090
73 C 1.598 -2.367 5.032  -0.0011
74 C 2.888 -3.059 5.445  0.0009
75 H -2.094 -3.712 4.798  -0.0006
76 H -1.962 -5.212 3.846  0.0000
77 H -2.835 -3.823 3.181  -0.0002
78 H 0.190 -4.006 3.730  0.0001
79 H -0.562 -4.010 2.134  0.0010
80 H -1.373 -1.745 2.602  -0.0020
81 H 2.509 -1.493 3.345  -0.0016
82 H 1.435 -1.454 5.628  0.0004
83 H 0.733 -3.021 5.196  0.0001
84 H 3.742 -2.372 5.389  0.0001
85 H 2.791 -3.411 6.477  -0.0001
86 H 3.089 -3.926 4.807  -0.0004

Atomic forces in eV per Å
-0.3 0.0 -0.5
0.3 0.3 1.2
0.0 -0.2 0.0
0.2 0.2 0.0
-0.2 0.1 0.3
0.0 -0.4 -0.2
0.2 0.5 0.0
-0.2 -0.1 -0.3
0.2 -0.1 0.0
-0.2 0.0 0.0
0.0 0.0 -0.2
0.7 0.3 0.6
0.3 -0.8 0.0
-0.6 -0.9 1.2
0.0 0.1 -0.1
-0.2 0.0 -0.1
0.3 -0.1 -0.1
0.5 -0.5 0.3
-0.1 0.3 0.4
0.0 -0.2 -0.2
0.3 1.8 0.0
-0.7 -2.3 -0.1
-0.3 0.1 0.1
-0.3 0.4 -0.1
0.1 0.3 0.2
0.3 0.0 0.0
-0.3 0.0 0.3
-0.4 -0.1 0.0
0.2 -0.2 -0.2
0.0 -0.3 0.1
-0.2 -0.2 0.1
0.4 0.2 0.1
0.0 -0.8 -1.0
0.2 1.8 1.1
0.0 0.1 -0.3
-0.1 0.0 -0.4
-0.1 -0.2 0.0
0.1 -0.2 0.2
-1.1 0.2 0.6
0.4 -0.4 0.4
0.6 -0.2 0.4
0.2 0.3 -0.8
0.4 -0.3 0.1
-0.5 0.2 -0.6
0.1 -0.2 -0.1
0.3 0.3 0.2
0.1 -0.3 0.0
0.2 -0.3 0.1
-0.1 0.3 0.1
0.3 0.2 0.2
-0.1 0.0 -0.2
-0.1 0.2 0.1
-0.1 0.6 -1.8
-1.0 0.6 -2.0
-0.3 0.5 0.3
0.1 -0.5 -0.1
0.9 0.4 -0.3
-0.1 -0.2 0.1
0.1 0.0 0.1
0.2 -0.1 0.1
0.1 -0.1 0.0
0.0 -0.1 0.2
0.0 0.0 -0.1
-0.2 0.1 0.1
0.0 0.2 0.1
-0.1 0.0 0.0
0.0 -0.2 0.0
0.1 0.4 -0.1
-0.4 -0.6 -0.1
-0.1 1.5 -0.9
0.2 -1.1 1.6
0.5 0.0 0.6
-0.1 0.2 -0.7
-0.1 0.0 0.1
0.0 -0.1 -0.2
-0.1 0.1 0.0
0.1 0.0 0.1
-0.2 -0.1 -0.2
-0.1 0.0 0.2
0.4 -0.1 0.1
-0.6 -0.1 0.0
0.0 -0.2 -0.1
0.3 0.2 0.1
-0.1 -0.1 0.0
0.1 0.1 -0.1
0.0 0.2 0.1


[2]
Below is a molecular structure, C31H29B3N3O11S2 at a distorted geometry, with properties calculated with ωB97M-V/def2-TZVPD.

Charge: -1
E_tot: -83313.857 eV
Orbital gap: 5.53 eV

Last column: Löwdin charge in e.
Positions of all 79 atoms, in Å:
1 O -0.501 -2.554 2.373  0.1339
2 C -0.457 -3.617 1.814  -0.5034
3 O -1.589 -4.413 1.685  0.0372
4 C 0.746 -4.213 1.158  0.0541
5 B 0.621 -3.916 -0.400  -0.5148
6 O -0.655 -3.609 -0.908  0.2614
7 B -0.533 -2.488 -1.750  -0.5337
8 C -1.260 -1.131 -1.501  -0.0811
9 C -2.787 -1.043 -1.534  -0.2570
10 C -3.254 0.385 -1.224  -0.4739
11 S -3.465 1.557 -2.600  0.8776
12 C -2.042 1.294 -3.667  -1.0317
13 S -1.983 -0.032 -4.618  0.7503
14 N -1.176 2.364 -3.782  -0.0730
15 C 0.008 2.085 -4.593  -0.2890
16 C -0.012 2.425 -5.936  -0.0513
17 C 1.094 2.134 -6.723  -0.0896
18 C 2.202 1.502 -6.163  -0.0824
19 C 2.221 1.174 -4.811  -0.0383
20 C 1.120 1.477 -4.022  0.0015
21 C -0.807 3.158 -2.626  -0.2464
22 C -0.574 2.629 -1.366  -0.0363
23 C -0.153 3.452 -0.333  -0.0570
24 C 0.051 4.809 -0.548  -0.0856
25 C -0.191 5.340 -1.810  -0.0716
26 C -0.613 4.519 -2.842  -0.0096
27 O 0.418 -2.579 -2.746  0.2944
28 B 1.665 -2.768 -2.131  -0.3928
29 C 2.772 -1.668 -2.269  -0.6200
30 O 3.617 -1.639 -3.179  -0.0302
31 O 2.527 -0.817 -1.356  -0.0272
32 O 1.702 -3.865 -1.224  0.3026
33 H -2.066 -4.090 0.907  0.1102
34 H 1.632 -3.688 1.515  0.1333
35 H 0.816 -5.277 1.376  0.1258
36 H -0.923 -0.781 -0.516  0.1336
37 H -0.835 -0.449 -2.232  0.0647
38 H -3.174 -1.352 -2.503  0.0759
39 H -3.216 -1.717 -0.787  0.1092
40 H -2.596 0.818 -0.472  0.0616
41 H -4.248 0.372 -0.775  0.0654
42 H -0.880 2.901 -6.370  0.1123
43 H 1.092 2.371 -7.778  0.0940
44 H 3.057 1.255 -6.780  0.0976
45 H 3.070 0.671 -4.364  0.1019
46 H 1.106 1.211 -2.972  0.1167
47 H -0.676 1.576 -1.183  0.0901
48 H 0.047 3.007 0.633  0.1070
49 H 0.416 5.429 0.258  0.0700
50 H -0.022 6.394 -1.986  0.1008
51 H -0.779 4.922 -3.832  0.1170
52 C -3.117 -7.598 2.841  -0.0629
53 C -3.104 -8.963 3.099  -0.0692
54 C -2.502 -9.448 4.248  -0.0117
55 C -1.923 -8.545 5.120  -0.1522
56 C -1.919 -7.183 4.880  0.0045
57 C -2.525 -6.709 3.727  -0.0559
58 N -1.296 -9.055 6.352  -0.3564
59 O -1.295 -10.257 6.530  0.0670
60 O -0.819 -8.246 7.120  0.0743
61 H -3.590 -7.223 1.943  0.1088
62 H -3.565 -9.652 2.404  0.1049
63 H -2.482 -10.505 4.464  0.1155
64 H -1.453 -6.507 5.581  0.1198
65 H -2.531 -5.650 3.514  0.0942
66 C 3.986 6.640 4.725  -0.0732
67 C 3.433 7.913 4.778  -0.0706
68 C 2.692 8.395 3.711  -0.0074
69 C 2.520 7.581 2.608  -0.1439
70 C 3.065 6.312 2.530  0.0049
71 C 3.805 5.843 3.603  -0.0591
72 N 1.719 8.075 1.473  -0.3414
73 O 1.262 9.197 1.544  0.0809
74 O 1.566 7.316 0.539  0.0630
75 H 4.560 6.267 5.563  0.1056
76 H 3.576 8.533 5.653  0.1051
77 H 2.255 9.382 3.734  0.1172
78 H 2.914 5.703 1.650  0.1225
79 H 4.237 4.853 3.561  0.1117

Atomic forces in eV per Å
-0.1 -0.5 -0.2
0.1 0.3 0.2
-0.1 0.1 0.0
0.0 0.3 0.1
-0.3 -0.7 -0.4
0.3 0.8 0.7
-0.2 -0.4 -0.9
-0.3 0.0 0.1
0.1 0.1 0.0
-0.1 -0.4 0.2
0.1 0.3 0.1
-0.3 0.3 -0.4
0.0 0.0 -0.2
0.9 -1.1 0.9
0.0 0.3 -0.4
0.2 0.0 -0.1
0.2 -0.2 0.2
-0.1 0.0 0.1
-0.1 0.1 0.0
-0.3 0.0 0.0
-0.4 0.6 -0.2
0.0 0.0 -0.1
0.0 0.1 -0.1
-0.1 -0.3 0.0
0.2 0.0 0.1
0.0 -0.1 0.1
0.0 0.5 0.6
-0.1 -0.6 -0.4
0.1 0.0 -0.3
0.2 0.3 0.1
-0.1 -0.2 -0.1
0.1 0.7 0.6
0.0 0.0 -0.1
0.1 -0.1 0.0
0.0 -0.1 -0.1
0.1 -0.1 0.1
0.1 0.1 0.0
0.0 0.0 0.0
0.0 0.0 0.1
0.1 0.1 0.0
-0.1 0.0 -0.1
-0.1 0.0 0.1
0.0 0.1 0.0
0.0 0.0 0.0
0.0 -0.1 0.0
0.2 -0.1 0.0
0.0 -0.3 -0.1
0.0 0.0 0.0
-0.1 0.0 -0.1
0.0 0.0 0.0
0.0 0.0 0.0
0.0 0.0 0.0
0.0 0.1 0.0
-0.1 -0.1 -0.1
0.0 0.0 0.0
0.0 0.1 0.0
0.0 -0.1 0.0
0.0 0.0 0.0
0.0 0.0 0.0
0.0 0.0 0.0
0.0 0.0 0.0
0.0 0.0 0.0
0.0 0.0 0.1
0.0 0.0 0.0
0.0 0.0 0.0
0.0 0.0 0.0
0.0 -0.1 0.0
0.0 0.1 0.1
0.0 0.0 0.0
0.0 -0.1 0.0
0.0 0.0 0.0
0.1 -0.1 0.1
0.0 0.0 0.0
0.0 0.2 -0.1
0.0 0.0 0.0
0.0 0.0 0.0
0.0 0.0 -0.1
0.0 0.0 0.0
0.0 0.0 0.0


[3]
Below is 4 unconnected molecules or ions with the total composition C22H47BrN7O5 at a distorted geometry, with properties calculated with ωB97M-V/def2-TZVPD.

Charge: +1
E_tot: -114281.536 eV
Orbital gap: 8.22 eV

Last column: Löwdin charge in e.
Positions of all 82 atoms, in Å:
1 C -2.152 -2.647 1.691  -0.0888
2 C -0.832 -2.535 2.474  -0.2094
3 C 0.417 -2.558 1.567  -0.1315
4 C 1.397 -1.412 1.814  -0.2657
5 C 2.140 -1.566 3.144  -0.1552
6 C 3.324 -0.609 3.129  -0.7127
7 Br 4.013 -0.289 4.916  0.7207
8 N 2.970 0.639 2.469  0.0579
9 C 1.594 0.864 2.375  -0.2713
10 N 1.172 2.002 2.826  0.1851
11 C -0.218 2.462 2.850  -0.1133
12 C -1.157 1.569 3.688  -0.1393
13 C -2.420 1.135 2.909  -0.2947
14 N -3.619 0.979 3.699  0.0114
15 N 0.709 -0.081 1.869  0.0559
16 C 0.093 0.322 0.600  -0.1173
17 O 0.918 1.288 -0.061  -0.0526
18 C 0.186 2.052 -0.984  -0.4545
19 C -0.314 1.346 -2.224  0.0365
20 O 0.013 3.230 -0.759  0.1299
21 H -2.619 -1.668 1.594  0.0541
22 H -1.976 -3.022 0.688  0.0528
23 H -2.818 -3.346 2.179  0.0705
24 H -0.830 -1.641 3.094  0.0799
25 H -0.757 -3.387 3.144  0.1110
26 H 0.145 -2.575 0.515  0.1037
27 H 0.977 -3.470 1.753  0.1247
28 H 2.136 -1.400 1.010  0.1319
29 H 1.476 -1.330 3.974  0.1150
30 H 2.482 -2.590 3.233  0.1339
31 H 4.132 -1.064 2.572  0.0942
32 H 3.414 0.714 1.562  0.1353
33 H 1.880 2.623 3.185  0.1788
34 H -0.199 3.462 3.270  0.1331
35 H -0.565 2.583 1.826  0.1008
36 H -0.619 0.698 4.046  0.0994
37 H -1.501 2.162 4.530  0.1105
38 H -2.205 0.162 2.466  0.0683
39 H -2.610 1.825 2.090  0.1141
40 H -3.483 0.330 4.456  0.0730
41 H -3.954 1.857 4.064  0.0721
42 H -0.888 0.757 0.790  0.1206
43 H -0.047 -0.548 -0.033  0.1403
44 H 0.247 0.426 -2.357  0.0804
45 H -0.166 2.025 -3.055  0.0633
46 H -1.374 1.124 -2.121  0.1060
47 C -3.773 -5.988 0.613  -0.3523
48 O -2.596 -5.681 0.672  -0.0018
49 N -4.636 -5.542 -0.316  -0.1947
50 C -6.028 -5.953 -0.334  -0.0528
51 C -4.155 -4.627 -1.336  -0.0376
52 H -4.235 -6.681 1.333  0.1357
53 H -6.263 -6.460 -1.271  0.0918
54 H -6.682 -5.085 -0.229  0.0905
55 H -6.220 -6.636 0.490  0.0839
56 H -3.350 -5.088 -1.909  0.0951
57 H -3.767 -3.718 -0.876  0.0768
58 H -4.973 -4.371 -2.004  0.0875
59 C 0.561 4.439 -5.167  -0.3370
60 O 0.534 3.308 -4.705  -0.0133
61 N 0.710 5.555 -4.442  -0.1901
62 C 0.756 6.872 -5.050  -0.0480
63 C 0.838 5.428 -2.999  -0.0383
64 H 0.479 4.628 -6.248  0.1371
65 H 1.708 7.357 -4.829  0.0922
66 H -0.054 7.494 -4.667  0.0925
67 H 0.650 6.783 -6.128  0.0852
68 H 1.698 4.801 -2.758  0.0910
69 H -0.051 4.958 -2.582  0.0781
70 H 0.972 6.409 -2.552  0.0908
71 C 3.678 -0.422 -1.038  -0.3585
72 O 4.253 -1.050 -0.166  0.0061
73 N 4.077 -0.277 -2.299  -0.1782
74 C 3.276 0.518 -3.206  -0.0298
75 C 5.308 -0.911 -2.748  -0.0184
76 H 2.729 0.111 -0.845  0.1132
77 H 2.930 -0.087 -4.045  0.1024
78 H 3.837 1.371 -3.588  0.1007
79 H 2.409 0.869 -2.653  0.0562
80 H 5.244 -1.991 -2.620  0.0973
81 H 6.154 -0.550 -2.164  0.0969
82 H 5.468 -0.680 -3.797  0.0912

Atomic forces in eV per Å
0.4 0.3 0.1
0.1 -0.5 -0.4
-0.1 0.5 0.4
0.0 -0.4 0.2
-0.1 0.3 -0.3
0.0 -0.4 -0.3
-0.1 0.0 0.1
-0.2 -0.1 0.4
-0.5 0.2 0.1
-0.3 0.0 -0.2
-0.1 0.0 0.1
-0.3 0.5 -0.5
0.3 -0.5 0.3
-0.1 0.0 -0.3
1.5 0.2 -0.7
-0.5 0.3 0.2
-0.4 0.1 0.0
-0.5 1.7 -0.1
0.5 0.0 0.8
0.4 -1.7 0.0
-0.3 0.0 0.0
0.0 -0.2 -0.1
-0.3 0.1 0.0
0.0 0.1 0.1
0.0 0.0 0.2
-0.1 -0.1 -0.1
0.1 -0.1 -0.2
0.1 0.0 -0.1
-0.1 -0.1 0.1
0.1 -0.1 0.2
0.2 0.1 -0.1
0.1 0.0 -0.2
0.3 0.0 0.0
0.1 0.1 0.0
0.0 -0.1 -0.1
0.0 -0.1 0.2
0.1 -0.1 0.3
0.0 0.0 -0.2
-0.1 0.2 0.0
-0.1 -0.1 0.2
0.0 0.1 0.1
0.0 0.1 0.0
0.1 -0.3 0.1
-0.1 -0.2 -0.2
0.0 0.1 -0.3
-0.1 0.0 0.0
0.0 -0.2 0.1
0.0 0.1 -0.1
-0.2 0.0 0.0
0.1 0.1 -0.1
0.1 -0.1 0.1
0.0 0.0 0.0
0.0 0.0 0.0
0.0 0.0 0.0
0.0 0.0 0.0
0.0 0.0 0.0
0.0 0.0 0.0
0.0 0.0 0.0
0.1 0.0 -0.1
0.0 0.0 0.1
0.0 0.1 0.0
0.0 -0.1 0.1
0.0 -0.1 -0.1
0.0 0.0 0.0
0.0 0.0 0.0
0.0 0.0 0.0
0.0 0.0 0.0
0.0 0.0 0.1
0.0 0.0 0.1
0.0 0.0 -0.1
-0.3 0.2 0.0
0.2 -0.1 0.5
0.1 0.0 -0.1
0.1 -0.2 -0.2
0.0 0.0 0.1
0.1 -0.1 0.0
0.0 0.1 0.0
0.0 0.0 0.0
0.0 0.2 -0.2
0.0 0.0 0.0
0.0 0.0 0.0
0.0 0.0 0.0


[4]
Below is 8 unconnected molecules or ions with the total composition C9H34N2O9 at a distorted geometry, with properties calculated with ωB97M-V/def2-TZVPD.

E_tot: -31289.407 eV
Orbital gap: 8.86 eV

Last column: natural (NBO) charge in e.
Positions of all 54 atoms, in Å:
1 N 0.005 0.290 0.436  -0.9405
2 H -0.618 0.678 -0.299  0.4461
3 H 0.597 1.065 0.811  0.4678
4 H 0.584 -0.484 0.110  0.4556
5 H -0.521 -0.041 1.252  0.4410
6 N 1.916 2.678 2.190  0.7363
7 O 1.745 1.689 2.943  -0.5689
8 O 2.679 3.574 2.468  -0.4313
9 O 1.320 2.688 1.059  -0.6530
10 C -2.620 3.034 0.027  -0.6536
11 C -2.928 1.766 -0.802  0.0964
12 C -4.035 1.991 -1.804  -0.6269
13 O -1.726 1.330 -1.483  -0.7667
14 H -2.560 2.792 1.092  0.2163
15 H -3.432 3.767 -0.012  0.2139
16 H -1.703 3.538 -0.269  0.2322
17 H -3.141 0.980 -0.081  0.1708
18 H -4.981 2.098 -1.268  0.2123
19 H -4.118 1.098 -2.428  0.2167
20 H -3.865 2.864 -2.427  0.2125
21 H -1.236 2.093 -1.826  0.5097
22 C 0.990 -2.406 4.316  -0.6343
23 C -0.256 -1.715 3.759  0.0910
24 C -1.222 -1.366 4.875  -0.6289
25 O 0.118 -0.524 3.053  -0.7732
26 H 1.473 -3.032 3.562  0.1986
27 H 0.724 -3.079 5.136  0.2139
28 H 1.709 -1.687 4.706  0.2229
29 H -0.711 -2.377 3.021  0.1638
30 H -1.611 -2.263 5.361  0.2108
31 H -2.038 -0.738 4.523  0.2187
32 H -0.683 -0.795 5.637  0.2089
33 H 0.625 0.089 3.605  0.5141
34 C 2.201 -2.722 -4.265  -0.6220
35 C 1.212 -1.561 -4.334  0.0984
36 C 0.586 -1.242 -2.982  -0.6447
37 O 1.855 -0.436 -4.896  -0.7194
38 H 1.692 -3.679 -4.197  0.2102
39 H 2.903 -2.579 -3.437  0.2008
40 H 2.813 -2.734 -5.170  0.2217
41 H 0.401 -1.932 -4.986  0.1454
42 H 1.246 -0.583 -2.421  0.2126
43 H 0.292 -2.142 -2.450  0.2148
44 H -0.309 -0.621 -3.129  0.2106
45 H 1.176 0.228 -5.054  0.4673
46 O 2.704 -0.081 -0.420  -0.9470
47 H 2.869 0.560 -1.119  0.4754
48 H 3.446 -0.693 -0.472  0.4803
49 O 0.600 -2.575 0.481  -0.9555
50 H 0.787 -2.468 1.422  0.4816
51 H 0.408 -3.510 0.365  0.4806
52 O 0.530 3.150 -1.549  -0.9916
53 H 0.772 3.085 -0.603  0.5149
54 H 1.336 2.938 -2.028  0.4727

Atomic forces in eV per Å
-0.3 0.2 0.5
0.1 -0.2 -0.1
0.2 0.1 -0.2
0.0 0.2 -0.2
0.2 0.0 -0.1
0.4 -0.8 -0.2
-0.2 0.4 -0.2
0.1 0.4 0.3
-0.4 -0.4 0.1
-0.6 0.0 0.6
1.1 1.2 0.0
-0.4 -0.8 0.3
-0.3 -0.2 0.1
0.4 0.0 -0.1
0.0 -0.1 -0.3
0.1 -0.1 -0.1
-0.3 -0.3 -0.3
0.0 0.2 -0.1
0.0 0.1 -0.1
0.1 0.1 0.0
0.1 0.1 0.1
-0.2 -0.5 0.0
0.6 0.6 0.6
0.1 0.0 0.2
-0.4 -0.8 -0.3
0.2 0.2 0.0
0.0 0.0 -0.1
0.0 0.1 -0.1
-0.3 0.2 -0.1
-0.1 0.0 -0.1
-0.1 -0.1 -0.1
0.0 0.0 0.0
0.1 0.1 -0.2
0.7 0.7 -0.1
-0.5 -1.2 0.1
-0.4 0.9 -0.6
0.0 0.2 -0.1
-0.1 0.0 0.2
-0.2 -0.2 0.1
-0.2 0.0 -0.1
0.1 0.4 -0.1
0.3 -0.5 0.3
0.1 0.0 0.2
-0.1 -0.3 0.0
0.1 0.1 0.0
0.1 0.0 -0.1
0.1 0.1 0.1
0.0 0.0 0.0
0.0 -0.1 0.1
0.1 0.1 0.0
0.0 0.0 0.0
-0.2 -0.2 0.1
0.2 0.2 -0.2
0.0 0.1 0.0